{
  "formula": "C5H39NO15",
  "method": "ωB97M-V/def2-TZVPD",
  "orbital_gap_ev": 9.4998,
  "e_tot_ev": -38020.268,
  "lumo_ev": -0.08,
  "homo_ev": -9.58,
  "elements": ["H", "H", "O", "H", "H", "O", "H", "H", "H", "O", "H", "C", "H", "H", "H", "H", "H", "H", "O", "H", "H", "H", "H", "H", "O", "H", "H", "H", "H", "O", "O", "H", "H", "H", "C", "H", "O", "O", "H", "H", "H", "H", "H", "O", "N", "H", "H", "O", "C", "O", "O", "H", "H", "H", "H", "O", "O", "H", "C", "C"],
  "coordinates": [[0.08037, -4.35854, 1.18726], [1.14273, 2.39503, -0.43635], [1.04680, 3.26445, -0.03450], [-1.33203, -3.23550, -2.41559], [1.01791, 3.90857, -0.74208], [-0.89313, -4.35889, 1.16228], [-1.68776, 0.38224, -0.27779], [2.05887, 0.73905, 1.97938], [-0.36581, -3.34079, -4.43414], [-2.08842, -1.78473, 2.14245], [1.90409, -0.68272, -1.35963], [0.33480, -1.70242, -0.67606], [0.35660, 2.35002, -3.43751], [1.17086, 3.58958, 2.23282], [2.46248, -4.28459, -0.22007], [0.15042, -2.76761, -0.71377], [-0.08887, 0.79437, 0.02440], [-2.44939, -0.93149, 1.86286], [1.83433, 0.67507, 2.93213], [0.23392, -1.55662, 0.40105], [-0.29013, 2.74977, 3.55842], [1.08175, -2.12095, -2.71898], [-2.38941, 1.02692, 4.11611], [0.49946, 4.95725, 2.26479], [-0.50997, 2.05523, 2.91646], [-2.51094, -2.53246, -3.54523], [-3.33396, 4.14756, 0.75550], [-1.23463, -3.53635, 1.54876], [-2.57233, -1.21163, -1.41705], [4.21822, 1.12438, -2.46382], [0.87978, -2.08576, -3.64726], [3.57217, 1.75831, -2.80049], [3.44436, 0.80738, -0.10298], [0.29720, 1.49264, 2.94666], [-1.76122, -1.12870, -2.13472], [-1.88508, 1.10447, 1.99597], [-2.62647, 0.89613, 1.42622], [2.54784, 0.84577, 0.26492], [-2.71274, -0.41604, 4.37333], [-2.02734, -0.31037, -2.78654], [0.13978, -0.36444, -2.29737], [2.21175, -0.06485, 0.31042], [-3.29629, 1.57292, 1.59018], [-3.13787, 0.42063, 4.14553], [-0.76897, 0.52100, -0.67236], [2.16845, -3.54592, 1.04163], [-0.70506, -1.53810, -4.83303], [0.90511, 4.29718, 2.83400], [-1.56846, -2.36308, -3.02377], [1.70941, -4.03963, 0.34719], [1.23766, 2.00257, -3.37257], [-2.16031, 3.39103, 1.19473], [1.24519, 1.29036, -2.72306], [3.85084, 0.33853, -2.89819], [-2.84967, -2.35848, 2.02623], [1.76812, -1.54429, -0.96157], [-2.93494, 3.83676, 1.57748], [2.56471, 1.16935, 3.32666], [-0.46290, -0.69386, -1.44441], [-0.46580, -2.30671, -4.10265]],
  "forces_ev_per_angstrom": [[-0.7, 0.2, -0.1], [0.1, 0.2, -0.1], [-0.1, 0.1, 0.4], [-0.3, -0.1, 0.2], [0.0, 0.0, -0.3], [-0.2, -0.1, 0.1], [0.2, 0.5, 0.6], [0.0, 0.1, 0.4], [-0.8, 0.3, -1.1], [-0.1, -0.3, -0.1], [-0.1, 0.2, -0.3], [1.0, -0.4, 1.3], [-0.7, 0.0, 0.2], [-0.2, 0.2, -0.3], [-0.6, -0.1, 0.0], [-0.3, -0.1, -0.9], [-0.2, -0.3, 0.2], [0.0, 0.6, 0.0], [0.4, 0.1, -0.4], [-0.3, 0.4, 0.1], [-0.3, 0.2, -0.4], [-0.4, -0.4, 0.6], [0.0, 0.2, 0.0], [0.0, -0.1, 0.0], [0.1, -0.6, 0.5], [0.0, -0.3, 0.0], [-0.4, 0.3, 0.2], [0.6, -0.1, -0.1], [-0.1, -0.4, 0.2], [-0.9, -0.5, -0.3], [0.4, 0.8, -1.2], [0.2, 0.6, 0.1], [-0.2, 0.0, -0.1], [-0.3, 0.1, 0.0], [0.9, -0.3, -0.3], [0.3, 0.5, 0.5], [-0.6, -0.3, -0.9], [-0.3, -0.1, 0.1], [-0.2, 0.0, -0.1], [-0.2, 0.5, -0.2], [0.3, -0.2, 0.1], [0.5, -0.2, -0.3], [0.1, -0.1, 0.3], [0.2, -0.2, 0.4], [-0.2, -0.3, -1.0], [-0.2, 0.0, 0.0], [0.2, -0.3, -0.4], [0.4, 0.2, 0.3], [0.3, 0.1, 0.3], [1.3, -0.2, 0.1], [1.2, -0.1, 0.0], [0.2, 0.0, 0.6], [-0.5, 0.2, -0.1], [0.6, -0.2, 0.1], [-0.2, -0.3, 0.1], [-0.2, -0.3, 0.1], [0.3, -0.2, -0.9], [-0.2, -0.1, 0.2], [-0.5, 1.3, -0.4], [0.4, -0.7, 1.8]]
}


{
  "formula": "C17H31AsF6NO7P2Zr",
  "method": "ωB97M-V/def2-TZVPD",
  "orbital_gap_ev": [8.7620, 5.5729],
  "s2": 0.7693,
  "e_tot_ev": -130947.994,
  "lumo_ev": [-6.76, -10.04],
  "spin_multiplicity": 2,
  "homo_ev": [-15.52, -15.61],
  "charge": 2,
  "elements": ["P", "H", "F", "C", "H", "H", "H", "F", "C", "C", "H", "H", "O", "F", "N", "H", "C", "F", "C", "H", "O", "O", "H", "H", "H", "O", "C", "H", "H", "C", "H", "H", "C", "H", "F", "H", "H", "H", "C", "H", "Zr", "H", "C", "C", "C", "H", "H", "H", "H", "O", "C", "C", "O", "C", "O", "H", "H", "As", "H", "C", "H", "C", "H", "F", "H", "P"],
  "coordinates": [[-2.08994, 2.48283, 1.16096], [-3.45971, 1.03231, 5.56361], [-1.78476, -0.86594, 1.73237], [1.65263, 0.92688, -1.91383], [-4.52004, 3.32669, -2.28840], [2.28890, 4.22063, -3.11231], [-4.81406, 3.03969, 4.69649], [-0.08452, -0.71068, -0.04227], [2.70420, 7.02517, -1.25216], [-3.16085, 0.83226, 4.53583], [-4.44648, 3.71232, 3.10889], [-2.17922, 0.36101, 4.55249], [1.62526, 2.25097, 3.36559], [-1.91372, -2.09427, -0.17713], [1.13574, 1.26215, 2.91843], [-5.23083, 2.11402, 3.25023], [-2.12120, 3.12320, 4.33127], [0.29673, -1.57816, 1.99234], [2.92054, 6.06653, -2.26444], [3.33874, 7.90082, -1.20086], [-2.77653, 1.68516, 2.34224], [-0.63990, 2.69183, 1.66828], [-5.47319, 3.51069, 1.23383], [2.67636, 3.47177, 0.96277], [-2.89122, 3.98636, -2.17146], [0.08822, 0.69920, 3.38473], [1.68743, 6.84513, -0.29555], [-3.22694, 2.32252, -1.63981], [-1.14668, 2.67971, 4.47725], [-4.49451, 2.78795, 3.68669], [3.71077, 6.21527, -2.98776], [2.17826, 0.05804, -1.51984], [0.91213, 5.72011, -0.33905], [-5.97467, 3.06692, -0.39323], [0.19623, -3.02921, 0.18390], [0.14510, 5.55091, 0.40724], [0.06554, 3.22389, -2.45676], [1.52412, 7.59050, 0.47064], [0.20591, 3.61337, -1.44933], [-4.42255, 5.73636, 0.67330], [-0.44244, 0.60108, 1.43226], [-4.84842, 2.02480, 0.47210], [-4.26848, 5.34092, -0.33024], [-3.12669, 2.13600, 3.75576], [-5.13618, 3.06398, 0.30050], [0.77825, 0.59467, -2.47097], [-5.17244, 5.51591, -0.91267], [2.32586, 1.47788, -2.56878], [-3.87945, 0.14182, 4.09454], [-1.84504, 1.34567, 0.15247], [-3.61719, 3.33663, -1.68023], [2.13723, 4.94892, -2.32542], [1.55270, 0.70374, 1.84007], [2.80452, 2.75726, 0.15113], [-2.77088, 3.74922, 0.62958], [-3.44972, 5.88125, -0.80594], [-2.02066, 4.00525, 3.69741], [1.05913, 2.04812, -0.41140], [-0.74819, 3.79778, -0.96148], [1.09189, 4.76096, -1.37781], [-2.48226, 3.44895, 5.30574], [-3.98479, 3.85322, -0.29716], [3.32892, 3.22122, -0.67894], [-1.41785, -3.17437, 1.86548], [3.38633, 1.91202, 0.50920], [-0.81993, -2.13857, 0.91258]],
  "forces_ev_per_angstrom": [[-0.6, 0.6, 0.2], [0.0, 0.0, 0.0], [-0.8, -1.3, -0.2], [-0.2, 0.4, 0.1], [0.0, 0.0, 0.0], [0.0, 0.0, 0.0], [0.0, 0.0, 0.0], [-0.2, -1.1, -0.7], [0.1, 0.0, 0.0], [0.0, 0.1, -0.2], [0.0, 0.0, 0.1], [0.0, 0.0, 0.1], [-0.2, -0.9, 0.0], [0.0, -0.4, 0.1], [2.6, 1.8, 2.3], [0.0, 0.0, 0.0], [0.0, -0.1, -0.4], [-0.4, -0.7, -0.4], [0.0, -0.3, -0.2], [0.0, 0.0, 0.0], [0.0, 0.6, -0.1], [-0.8, 1.2, 0.3], [0.0, -0.1, 0.0], [0.0, 0.0, 0.0], [0.0, 0.0, 0.0], [-0.1, 0.2, 2.0], [-0.2, -0.2, 0.2], [0.0, -0.1, 0.0], [0.3, -0.1, 0.0], [0.1, -0.1, -0.2], [0.0, 0.1, 0.0], [0.0, 0.0, 0.1], [0.1, 0.3, 0.2], [0.0, 0.0, -0.1], [-0.1, -0.1, 0.0], [0.0, 0.0, 0.0], [0.1, -0.1, 0.0], [0.1, 0.0, 0.0], [0.0, 0.1, 0.1], [0.0, 0.0, 0.0], [-1.2, 0.5, -1.7], [-0.1, 0.0, 0.0], [0.1, 0.0, 0.1], [-0.4, 0.1, 0.6], [0.3, 0.0, 0.2], [0.0, 0.0, 0.0], [0.0, 0.0, 0.0], [0.0, 0.0, 0.0], [0.0, 0.0, 0.0], [-1.5, 0.6, -0.7], [0.3, 0.0, 0.2], [0.2, 0.3, -0.2], [1.9, 0.1, 0.4], [-0.4, 0.0, 0.1], [0.2, -0.3, 0.2], [0.0, 0.0, 0.0], [0.0, 0.1, 0.0], [1.5, 0.0, -1.8], [0.0, -0.1, 0.0], [-0.3, -0.4, 0.0], [-0.1, 0.0, 0.0], [-0.6, 0.2, -0.4], [0.0, 0.0, -0.1], [-0.1, -0.1, 0.0], [0.0, 0.0, 0.0], [0.3, -1.0, 0.0]]
}


{
  "formula": "C54H46N2P3PdSi",
  "method": "ωB97M-V/def2-TZVPD",
  "orbital_gap_ev": 3.3557,
  "e_tot_ev": -98949.406,
  "lumo_ev": 2.51,
  "homo_ev": -0.85,
  "charge": -1,
  "elements": ["H", "C", "C", "C", "C", "C", "C", "H", "C", "C", "H", "H", "C", "H", "C", "C", "H", "H", "C", "C", "C", "H", "C", "H", "H", "C", "P", "N", "C", "H", "C", "H", "H", "H", "H", "H", "C", "C", "P", "H", "H", "H", "C", "C", "C", "H", "C", "C", "H", "P", "C", "C", "C", "C", "H", "H", "C", "H", "C", "Pd", "H", "H", "H", "H", "H", "C", "C", "C", "H", "H", "H", "C", "C", "C", "C", "H", "H", "C", "C", "H", "H", "C", "C", "C", "C", "C", "C", "C", "C", "H", "C", "C", "H", "C", "N", "Si", "H", "H", "H", "H", "C", "H", "H", "C", "C", "H", "H"],
  "coordinates": [[-0.87398, 2.43117, -2.86852], [3.18967, -3.67570, -2.87954], [-0.51133, -6.70895, 0.91568], [3.12345, 0.76673, -0.75928], [3.27395, -1.07235, 2.09944], [0.30764, -4.56127, 0.14005], [3.37623, -1.72241, 3.34963], [-1.38886, 0.79446, -5.14539], [-3.20476, -2.09333, -5.05275], [2.30823, 2.48791, -5.04953], [-5.40588, -1.93989, 1.26501], [-1.66272, 3.38410, 2.33022], [1.27421, -1.62321, -2.87807], [-5.10566, 1.69860, -1.75798], [0.80208, 1.28944, -3.56557], [0.06251, 2.45305, -3.43513], [0.87641, -2.24069, -4.96009], [-1.16917, -2.53624, -2.39100], [0.46917, 2.53459, 3.57683], [-4.53362, -1.05357, 2.99870], [-1.19150, -0.76235, -3.62655], [0.17378, -2.83421, 3.70068], [1.54086, 3.65159, -4.93517], [2.60909, 0.46771, -4.43054], [-2.13910, -4.13501, 2.39889], [2.95401, -2.92535, -1.71101], [0.18822, -0.17953, -2.68423], [-2.02757, 1.62468, -0.30815], [0.62744, 1.48935, 4.49896], [-2.84819, -3.71390, -3.74553], [-3.31847, -0.69283, 3.60742], [-0.54768, -7.80246, 0.90478], [0.12166, 4.02205, -0.46488], [-5.48919, -0.84130, 3.51560], [-3.71059, 3.59637, 1.86695], [-3.13273, -0.38315, -6.41005], [-3.25699, -1.91393, 1.08887], [2.02030, 4.87571, -0.55583], [0.26520, 2.09060, 1.85051], [-4.00527, -2.57429, -5.62518], [2.31211, -2.83089, 4.89229], [-1.18958, -0.66308, 3.45836], [-1.42723, -6.00221, 1.68959], [-1.46060, -4.60838, 1.70052], [0.95196, -1.82748, 2.00964], [4.12443, 0.29168, -1.03047], [-4.48454, -1.66287, 1.75497], [2.07227, -1.84331, -1.73507], [-3.27457, -2.48962, 0.13987], [-0.47546, -1.97067, 0.94613], [-4.32787, 1.86229, -0.97970], [3.58488, 4.42066, 1.18675], [1.06338, -2.40836, 3.23056], [1.07605, 4.05416, 0.02449], [-2.83751, 0.52663, -1.86660], [-0.11199, 4.56549, -3.88965], [-2.59534, -2.68838, -3.96184], [3.20805, 2.47501, -5.65286], [0.53535, 3.03015, 6.34812], [-0.39534, 0.13681, -0.49510], [2.84510, 1.42886, -1.60402], [0.35771, 4.66125, 3.37245], [0.48436, 3.20565, 7.40158], [1.77591, 4.51848, -5.54924], [2.90310, 3.04734, 2.71681], [0.59798, 1.71743, 5.85910], [1.96037, 1.32277, -4.34483], [-3.05659, 1.27136, -1.11811], [4.59458, 4.57006, 1.64007], [2.51952, -4.05591, -4.90062], [4.26865, -1.56843, 3.96237], [2.66017, 3.52900, 1.75840], [0.48939, 4.09828, 5.45707], [0.40818, -5.95242, 0.17706], [2.28169, -2.40638, 3.88240], [1.19753, -6.42889, -0.39824], [3.96982, 5.83840, -0.34574], [-2.25365, 2.43777, 0.75108], [0.44777, 3.64594, -4.06284], [1.83216, 5.31917, -1.56653], [-2.13214, -6.51868, 2.35565], [-3.53792, 2.96158, 0.97276], [-1.74704, -0.16778, -4.77771], [2.09234, -1.17669, 1.37784], [-4.57260, 2.70500, 0.09582], [1.45412, -2.40133, -4.02063], [-2.04846, -1.55261, 1.69100], [-2.10592, -0.97288, 2.96027], [0.46801, 3.82689, 4.07936], [1.00938, -4.00974, -0.47148], [-1.65103, -2.01625, -3.23364], [2.40936, -3.41437, -4.01304], [0.79116, 0.46364, 4.11609], [-2.73538, -0.85125, -5.47673], [-1.25852, 2.83445, 1.58668], [1.86334, -0.56575, -0.38115], [0.69389, 0.84181, 6.49154], [3.32711, 1.39348, 0.13565], [3.38082, -3.25034, -0.77085], [4.13478, -0.54642, 1.65820], [-0.62949, -3.82743, 0.90559], [3.97203, -4.42724, -2.93970], [0.36748, 5.08542, 5.87394], [3.25285, 5.09820, 0.04398], [1.38485, 3.31690, 1.18446], [-3.27372, -0.19876, 4.59553], [-5.58233, 3.13062, 0.23407]],
  "forces_ev_per_angstrom": [[0.4, 0.0, 0.1], [-0.6, 0.5, 0.3], [-0.1, 0.4, 0.1], [2.2, -0.2, -0.1], [0.2, -0.6, 0.6], [0.0, 0.2, 0.2], [-0.3, 0.7, 0.1], [0.0, -0.3, 0.1], [-0.2, 0.5, -1.0], [-0.2, -0.3, 0.5], [-0.1, -0.1, -0.1], [0.5, 0.2, 0.1], [1.2, 0.7, 0.1], [0.7, -0.1, 0.8], [0.5, -0.7, -0.6], [-0.5, 0.9, 0.0], [0.3, 0.0, 1.0], [-0.3, 0.4, -0.3], [0.2, 0.1, 1.6], [0.3, 0.5, 0.7], [0.0, 0.3, -1.6], [0.3, -0.2, -0.1], [0.0, -0.5, 0.2], [0.0, -0.3, 0.0], [-0.2, 0.1, -0.1], [0.0, -0.6, -1.0], [-1.1, 0.2, 0.6], [-0.4, -0.6, 0.5], [-0.1, -0.5, -0.7], [-0.1, -0.1, 0.4], [0.2, 0.0, -0.1], [0.3, 0.4, 0.0], [-0.4, -0.5, 0.0], [0.6, -0.2, -0.5], [0.1, -0.4, -0.7], [0.2, -0.5, 0.9], [-0.9, -0.3, 0.2], [0.3, 0.7, -1.2], [0.4, -1.4, -0.6], [0.4, 0.0, 0.3], [0.3, 0.1, -0.4], [0.0, -0.2, -0.1], [-0.3, -0.1, 0.2], [-0.3, 0.0, 0.3], [1.5, 1.1, -1.0], [-0.8, 0.6, 0.2], [0.8, -0.1, -0.7], [0.0, -0.7, 0.1], [0.1, 0.7, 0.6], [-0.8, 0.0, -2.7], [0.1, -0.7, -1.3], [0.4, -0.7, 1.3], [-0.5, -0.3, 0.6], [0.5, -0.4, 0.2], [0.1, 0.1, -0.2], [0.0, -0.3, -0.1], [-0.6, -0.3, -0.2], [-0.1, 0.0, -0.1], [-0.2, -0.6, -0.7], [0.9, -0.4, 0.1], [0.0, -0.4, 0.5], [0.2, -0.3, 0.3], [0.1, 0.1, 0.5], [0.1, 0.0, 0.3], [0.0, 0.0, -0.6], [0.5, 0.3, 0.1], [0.0, 1.0, -0.3], [-0.8, 1.7, 1.1], [-1.1, -0.1, -0.2], [0.1, 0.4, 0.4], [-0.1, -0.3, -0.2], [-0.1, 0.1, 0.1], [-0.2, -0.9, -0.2], [-0.4, 0.1, -0.1], [0.7, 0.4, 1.1], [-0.2, 0.0, 0.0], [-0.4, -0.5, -0.1], [-1.0, -0.6, -1.5], [0.0, -0.3, -0.3], [-0.1, -0.2, 1.1], [0.3, 0.1, -0.4], [-0.6, 0.6, 0.7], [-0.1, -0.4, 0.3], [-0.7, -1.2, 0.1], [-0.1, 0.1, 0.1], [-0.1, -0.2, -0.8], [-0.4, -0.4, 1.4], [-0.6, 0.8, 0.5], [-0.6, 1.1, 0.3], [0.0, 0.0, -0.1], [0.3, -0.8, 0.4], [0.1, -0.3, -0.3], [-0.3, 0.6, 0.2], [-0.6, 0.7, -0.7], [-0.2, 0.1, 0.4], [-1.3, 1.7, 0.7], [-0.1, 0.3, 0.3], [-0.3, -0.2, -0.5], [0.5, 0.3, 0.0], [-0.4, -0.3, 0.3], [0.9, -0.8, 0.1], [-0.2, -0.1, 0.2], [0.2, 0.3, -0.3], [0.4, 0.7, -0.6], [1.0, 1.4, -0.5], [-0.2, -0.3, -0.6], [0.7, -0.2, 0.0]]
}